One molecule with the formula C5H8O. Source: the OMol25 dataset; level of theory: wB97M-V/def2-TZVPD.

Structure (XYZ):
```
14
Properties=species:S:1:pos:R:3
C 0.652 0.596 1.254
C 0.118 -0.810 0.901
C -0.195 -0.260 -0.495
C 0.823 0.860 -0.259
C -1.398 -0.333 -1.328
O -0.217 -1.056 -1.657
H 1.522 0.685 1.911
H -0.155 1.216 1.657
H 0.939 -1.524 0.774
H -0.651 -1.254 1.538
H 1.785 0.481 -0.619
H 0.671 1.875 -0.635
H -2.245 -0.953 -1.026
H -1.650 0.476 -2.015
```

Summary:
total charge	0
energy relative to the best compared isomer or geometry (same formula, charge and spin)	47.3	kcal per mole
molar mass	84.1	g/mol
lowest unoccupied orbital energy	1.1	eV
highest occupied orbital energy	-10.0406	eV